(1)
Formula: C29H29IrN4O4S2Si
Source: OMol25
Level of theory: wB97M-V/def2-TZVPD

Values from the calculation:
HOMO energy (alpha / beta)   -10.21 / -10.21 eV
Strongest force on any atom   0.0756 Eh/bohr
Expectation value of S²   0.766
E_LUMO (alpha / beta)   -4.551 / -4.554 eV

```
! wB97M-V def2-TZVPD RIJCOSX def2/J DEFGRID3
* xyz 1 2
C 2.0749 1.0937 -3.3172
H -2.1814 2.2475 2.1491
H -3.1975 3.9123 3.6183
H 0.2390 2.1522 -3.2837
H 1.7321 0.6143 -4.2341
H 1.7511 3.8437 -4.0166
H -5.5401 2.5000 -0.4756
S 0.5061 -4.9636 0.6621
C 0.7737 5.3598 1.1301
C -0.9202 -2.8677 -3.0233
H -0.6289 -1.1130 -1.8022
Si -2.9227 0.9138 -0.3307
H -6.5539 4.1791 0.9955
H -2.2172 -1.4182 0.3167
N 0.0228 1.8077 0.8747
H -4.7374 0.2009 -1.8817
S 1.1250 1.0701 5.2204
C 2.1142 0.0302 -2.1480
C -5.0198 2.8051 0.4181
H 3.4701 2.9320 -1.6613
H -1.2729 -2.3201 -3.8827
C -0.8397 -4.2603 -3.0933
N 1.1671 2.1799 -2.8598
H -3.2560 -0.6276 -2.2711
H 1.4513 5.5771 1.9377
C 0.7358 2.8065 1.5293
C -0.1134 -2.9238 -0.7843
C -1.1051 4.7833 -0.9264
C -3.1410 2.6653 1.8851
C -0.0472 -4.3280 -0.8598
C -2.5424 -0.5310 0.8522
C -0.7073 6.0719 -0.6535
H 3.6546 1.9489 -4.5456
C 1.8701 3.4734 -2.9956
H -0.3527 -6.0800 -2.0638
N 1.1366 -0.3331 2.8415
C -4.9450 4.1516 2.4035
C -0.4076 -5.0047 -2.0153
C 0.3936 4.0571 0.8661
H -1.1235 -4.7621 -4.0044
C -0.7029 2.3534 -0.1269
C 3.4444 1.7616 -3.4927
C -3.7849 2.2428 0.7232
C -0.5627 -2.1889 -1.8796
O 1.4991 2.6183 2.4690
C 0.5957 -3.3646 1.2636
C -0.5367 3.7504 -0.1706
H 4.2395 1.1290 -3.1075
H -3.4885 1.0406 -2.7830
C -3.6671 0.3345 -1.9768
O -1.5014 1.6107 -0.8960
H 1.0731 1.8828 -1.8285
N 0.2649 -2.4173 0.4353
O 1.5279 0.4914 -1.1098
O 2.6475 -1.0350 -2.3098
H 1.4687 4.2028 -2.2921
H -1.1351 6.8893 -1.2123
H -3.4201 -0.7996 1.4330
C -3.7104 3.6106 2.7180
H 4.0198 3.8299 -3.0840
H -1.8598 4.5767 -1.6714
H 0.5065 7.3862 0.5298
Ir 0.7835 -0.2587 0.8794
H 0.8950 -3.1738 2.2777
C 0.2284 6.3611 0.3488
H -5.4026 4.8740 3.0643
C 1.1708 0.2967 3.8456
H -1.7545 -0.2554 1.5610
C 3.3164 3.0810 -2.7302
C -5.5948 3.7525 1.2485
*
```

The natural (NBO) scheme yields these atomic charges, measured in e: -0.17 0.21 0.22 0.43 0.25 0.22 0.21 0.49 -0.15 -0.19 0.21 1.85 0.22 0.24 -0.61 0.26 -0.03 0.79 -0.20 0.22 0.22 -0.19 -0.55 0.25 0.25 0.64 0.10 -0.16 -0.24 -0.21 -1.14 -0.20 0.22 -0.22 0.24 -0.70 -0.19 -0.20 -0.11 0.23 0.67 -0.41 -0.45 -0.21 -0.44 -0.07 -0.13 0.26 0.24 -1.13 -0.82 0.47 -0.51 -0.82 -0.59 0.23 0.24 0.26 -0.19 0.25 0.23 0.24 1.03 0.25 -0.15 0.22 0.20 0.25 -0.42 -0.21

---

(2)
Formula: C29H29N4O10SV
Source: OMol25
Level of theory: wB97M-V/def2-TZVPD

Values from the calculation:
HOMO energy (alpha / beta)   -11.40 / -11.40 eV
Strongest force on any atom   0.0721 Eh/bohr
Expectation value of S²   0.757
E_LUMO (alpha / beta)   -4.052 / -3.817 eV

```
! wB97M-V def2-TZVPD RIJCOSX def2/J DEFGRID3
* xyz 1 2
H 0.7997 -5.5154 -0.2893
C 4.4611 1.9816 -2.9545
C -3.2039 4.5653 1.3025
C -0.3834 3.3421 -3.5909
H -0.1784 1.1435 -3.4899
C 3.7494 2.3053 -4.1008
C 1.1554 -2.7987 -1.0760
C 1.6728 1.9983 -2.9067
H -2.3382 -1.8583 2.2081
H 4.2704 2.5478 -5.0177
C 2.0916 -2.8859 3.5840
C -3.1732 3.4589 2.1392
O -2.8333 0.8063 3.5532
H 3.0428 -3.3462 3.8220
C -2.5071 -1.1914 -1.1439
H -0.6506 -2.9617 -0.0758
H -3.5607 3.4868 3.1479
C -0.2493 -3.0842 3.0673
N -1.7053 0.0814 1.7706
H 0.4057 4.0685 -3.7612
H -2.5867 5.3767 -0.6154
H -0.9551 -5.2350 -0.1798
H -3.2017 -1.2421 -1.9892
V -0.7632 0.8005 0.1185
N 0.2461 -3.4804 -0.0793
H 0.5988 -3.4399 0.8761
O 0.2770 -1.0032 -2.4037
H 5.5436 1.9906 -2.9653
C 1.1465 -3.6949 -2.3153
O -2.0242 -0.0244 -0.8850
O -2.2582 -2.2148 -0.5135
C -2.6341 4.5118 0.0306
H 4.3275 1.3972 -0.8960
O 1.9327 2.7734 2.4883
C 3.7795 1.6508 -1.7950
O -1.2932 3.8943 -2.5949
N -2.0795 2.2497 0.4282
H 1.0288 -4.7562 3.4934
C -1.2652 3.0706 -1.5703
C -0.0359 -4.6505 -2.0930
C -2.3799 -0.5160 3.9444
C -0.0183 -4.8598 -0.5844
H -0.9742 -4.1781 -2.3903
H 1.0304 -3.0828 -3.2053
H -0.9449 3.1890 -4.5075
C -1.7116 -1.0998 2.6740
C 2.3902 1.6527 -1.7698
C -2.0633 3.3250 -0.3593
H 2.0782 -4.2545 -2.3897
H 2.1463 -2.6828 -0.6417
O 0.4160 -0.7716 -0.1631
C -2.5715 2.3127 1.6583
H -1.6727 -0.4090 4.7628
S 0.5708 2.7905 2.0740
C 0.7608 -0.9105 3.2141
O 0.3901 1.5545 0.9620
H 0.6844 0.1664 3.1969
C 1.9822 -1.5041 3.5009
H -3.6398 5.4915 1.6530
C 2.3633 2.3143 -4.0743
C -0.3562 -1.6995 2.9682
H -1.1373 -3.6993 2.9424
H 1.8838 1.3950 -0.8582
C 0.5742 -1.3952 -1.2938
H 2.8447 -0.8740 3.6819
H 0.0740 -5.5849 -2.6381
C 0.1548 2.0316 -2.9558
O 0.1136 3.9235 1.3150
O -0.3492 2.3642 3.1247
H 1.8140 2.5601 -4.9784
C -2.3005 1.0550 2.3892
H -3.2495 -1.0721 4.2777
C 0.9686 -3.6791 3.3840
N -0.5205 2.0288 -1.6409
*
```

The Mulliken scheme yields these atomic charges, measured in e: 0.43 -0.48 -0.37 -0.57 0.50 -0.74 0.36 0.18 0.60 0.40 -0.63 -1.17 -0.44 0.45 -0.23 -0.16 0.61 -0.93 0.64 0.47 0.58 0.41 0.37 0.27 0.45 0.06 -0.59 0.41 -0.94 -0.17 -0.65 -0.86 0.48 -0.69 -1.26 -0.49 0.83 0.47 0.57 -0.58 -0.58 -0.62 0.24 0.32 0.29 -0.57 0.30 0.00 0.40 0.49 0.07 0.83 0.41 1.31 -0.52 -0.97 0.66 -0.76 0.47 -0.71 0.69 0.43 0.62 -0.15 0.50 0.46 -0.25 -0.56 -0.56 0.46 0.11 0.32 -0.47 0.78

---

(3)
Formula: C29H30BF4HgO2P2S2
Source: OMol25
Level of theory: wB97M-V/def2-TZVPD

Values from the calculation:
HOMO energy (alpha / beta)   -1.70 / -2.46 eV
Strongest force on any atom   0.0041 Eh/bohr
Expectation value of S²   0.758
E_LUMO (alpha / beta)   4.205 / 4.115 eV

```
! wB97M-V def2-TZVPD RIJCOSX def2/J DEFGRID3
* xyz -2 2
F -2.2278 -7.2042 -1.5791
P -0.2470 0.2733 1.1733
C 0.5090 -1.3567 1.5463
C 0.5713 -2.2876 -2.3339
C 0.0341 -2.4865 0.8862
F -0.0970 -6.6491 -2.2543
H 3.8676 4.1402 2.0583
H 4.2415 -2.3754 -1.1684
C 3.2092 -2.3550 -1.5003
H -0.2181 2.8702 2.4320
C -5.2139 -0.6393 1.8302
C 3.2629 2.8311 -3.1288
C 1.9901 4.0570 -1.5036
B -1.0820 -6.4566 -1.2558
S -0.9808 0.4781 -3.5433
H -2.0801 3.2251 -0.6774
C 1.2351 -3.5017 -2.2515
H 3.0558 -0.2285 -1.3178
H 2.5646 0.8501 -3.5648
H -4.1801 1.6681 1.8595
H 2.6826 -2.8882 3.6535
H 4.4378 1.9415 1.0691
H -5.9801 2.3255 -0.4804
H -0.4643 -2.2641 -2.6531
C 1.4598 -1.5169 2.5536
C 1.4620 -3.8977 2.1988
H 1.8174 -0.6543 3.1030
C 1.1488 2.9645 -1.3431
C 0.8055 2.6862 2.1257
O -3.9937 2.6083 -0.5799
H 2.6845 0.2381 0.7632
H 0.1124 -4.6165 0.6800
C -5.1564 1.6598 1.3604
C -5.1704 2.6237 0.1894
H -5.3707 -1.5964 1.3367
C 1.1131 1.4544 1.5558
Hg -2.6877 -0.4453 -0.8961
H 0.3171 3.0011 -0.6509
C 1.9386 -2.7787 2.8718
F -1.4004 -5.0850 -1.1744
H -0.7107 -2.3899 0.1053
F -0.5660 -6.8887 -0.0122
C 0.5016 -3.7546 1.2081
C -2.9207 3.3158 0.0066
C 2.5357 -1.1417 -1.5756
H 1.5329 4.6058 2.7437
C 3.0995 3.3873 1.9240
S -1.7055 0.5371 2.5078
H 4.0844 2.7762 -3.8340
C 2.5586 -3.5346 -1.8309
C -0.7194 0.5267 -0.4519
C 3.4191 2.1560 1.3705
C 1.7894 3.6484 2.3041
H 0.7072 -4.4199 -2.4753
C 1.3607 1.7951 -2.0630
H 3.0724 -4.4847 -1.7463
H 1.8356 -4.8842 2.4468
H -5.9233 1.9623 2.0935
O -5.4392 0.3687 0.8679
C 2.4155 1.7448 -2.9721
H 1.8177 4.9562 -0.9240
H -5.3752 3.6441 0.5503
H 3.7188 4.8388 -2.5112
C 2.4306 1.1988 1.1879
P 0.1623 0.4114 -1.9201
C 3.0548 3.9904 -2.3903
C 1.2064 -1.0957 -1.9865
H -2.6175 2.8840 0.9650
H -3.1885 4.3751 0.1402
H -5.9189 -0.5438 2.6690
H -4.1890 -0.5977 2.2127
*
```

The natural (NBO) scheme yields these atomic charges, measured in e: -0.58 1.37 -0.31 -0.19 -0.20 -0.59 0.20 0.19 -0.18 0.24 -0.26 -0.22 -0.24 1.35 -0.71 0.21 -0.20 0.21 0.23 0.21 0.19 0.20 0.19 0.24 -0.24 -0.21 0.21 -0.12 -0.23 -0.53 0.23 0.26 -0.11 -0.07 0.19 -0.27 0.61 0.22 -0.24 -0.58 0.23 -0.59 -0.21 -0.26 -0.25 0.20 -0.23 -0.74 0.20 -0.23 -1.61 -0.21 -0.22 0.26 -0.39 0.21 0.20 0.14 -0.55 -0.19 0.20 0.14 0.19 -0.23 1.39 -0.23 -0.39 0.19 0.14 0.14 0.21

---

Which formula does entry 2 have?
C29H29N4O10SV

---

What is the strongest force on any atom in the second record?
0.0721 Eh/bohr

---

The lowest expectation value of S² belongs to which entry?
C29H29N4O10SV

---

Look up the strongest force on any atom of the first one.
0.0756 Eh/bohr